[1]
# C33H35NOP2PbSi

C33H35NOP2PbSi as an isolated structure (ωB97M-V/def2-TZVPD, the OMol25 dataset).

Atoms and positions in Å:
Pb1 0.450 1.738 1.059
C1 0.431 -1.496 2.664
P1 -1.227 -1.219 1.883
C2 -2.211 -0.246 3.035
C3 -2.710 1.018 2.740
C4 -3.350 1.749 3.727
C5 -3.494 1.224 5.002
C6 -3.014 -0.046 5.290
C7 -2.376 -0.783 4.311
C8 -2.029 -2.783 1.492
C9 -1.283 -3.804 0.908
C10 -1.909 -4.978 0.527
C11 -3.269 -5.146 0.748
C12 -3.999 -4.153 1.383
C13 -3.385 -2.970 1.760
C14 1.649 -1.170 1.869
C15 2.716 -1.981 1.571
C16 3.668 -1.176 0.906
C17 3.143 0.087 0.831
C18 3.665 1.321 0.169
P2 2.270 1.900 -0.916
C19 2.431 0.703 -2.280
C20 3.081 1.035 -3.465
C21 3.321 0.050 -4.409
C22 2.938 -1.259 -4.167
C23 2.281 -1.584 -2.991
C24 2.008 -0.605 -2.053
C25 2.494 3.574 -1.580
C26 1.453 4.043 -2.386
C27 1.446 5.354 -2.815
C28 2.472 6.208 -2.437
C29 3.511 5.741 -1.648
C30 3.527 4.426 -1.211
N1 1.893 0.105 1.416
H1 0.471 -2.550 2.950
H2 0.415 -0.902 3.586
H3 -2.612 1.430 1.744
H4 -3.735 2.731 3.501
H5 -3.981 1.804 5.770
H6 -3.132 -0.459 6.278
H7 -2.005 -1.776 4.521
H8 -0.218 -3.676 0.762
H9 -1.339 -5.768 0.063
H10 -3.755 -6.059 0.439
H11 -5.048 -4.304 1.589
H12 -3.945 -2.198 2.268
H13 2.811 -3.021 1.809
H14 4.627 -1.484 0.541
H15 4.542 1.090 -0.438
H16 3.929 2.094 0.896
H17 3.401 2.052 -3.641
H18 3.822 0.301 -5.331
H19 3.143 -2.031 -4.894
H20 1.986 -2.605 -2.812
H21 1.485 -0.851 -1.140
H22 0.654 3.371 -2.671
H23 0.638 5.715 -3.433
H24 2.454 7.239 -2.753
H25 4.312 6.406 -1.365
H26 4.338 4.076 -0.590
C31 -1.381 -1.945 -1.953
Si1 -1.981 -0.416 -1.012
C32 -1.382 1.205 -1.798
C33 -3.818 -0.436 -0.544
O1 -1.054 -0.374 0.549
H27 -2.214 -2.403 -2.479
H28 -0.956 -2.700 -1.299
H29 -0.628 -1.696 -2.698
H30 -1.918 1.366 -2.730
H31 -0.325 1.157 -2.053
H32 -1.558 2.084 -1.182
H33 -4.425 -0.187 -1.411
H34 -4.077 0.270 0.241
H35 -4.131 -1.425 -0.213

Properties
**Charge**: +2
**E_HOMO**: -13.16 eV

---

[2]
# C33H36CeN7O3SSi

C33H36CeN7O3SSi as an isolated structure (ωB97M-V/def2-TZVPD, the OMol25 dataset).

Atoms and positions in Å:
Ce1 0.068 0.811 -0.027
O1 4.116 -1.844 0.191
C1 4.175 -2.207 -1.107
C2 5.043 -3.252 -1.430
C3 5.159 -3.679 -2.737
C4 4.414 -3.078 -3.749
C5 3.558 -2.044 -3.427
C6 3.419 -1.585 -2.114
C7 2.460 -0.490 -1.801
O2 2.193 -0.240 -0.571
N1 1.920 0.123 -2.837
N2 0.899 0.949 -2.420
C8 0.443 1.788 -3.263
C9 -0.722 2.614 -2.876
C10 -1.396 3.383 -3.813
C11 -2.526 4.079 -3.410
C12 -2.937 4.001 -2.091
C13 -2.185 3.237 -1.209
N3 -1.114 2.553 -1.596
H1 3.409 -1.166 0.254
H2 5.614 -3.706 -0.631
H3 5.840 -4.488 -2.971
H4 4.507 -3.411 -4.773
H5 2.969 -1.555 -4.191
H6 0.905 1.912 -4.241
H7 -1.049 3.414 -4.837
H8 -3.081 4.674 -4.124
H9 -3.814 4.523 -1.737
H10 -2.449 3.154 -0.160
O3 -0.161 2.542 1.580
N4 0.771 3.220 2.252
C14 0.420 3.661 3.484
C15 1.289 4.386 4.244
C16 2.554 4.668 3.706
C17 2.885 4.211 2.462
C18 1.987 3.444 1.679
S1 2.357 2.786 0.159
H11 -0.581 3.380 3.772
H12 0.986 4.721 5.224
H13 3.272 5.244 4.275
H14 3.856 4.411 2.033
C19 -1.271 -1.273 -3.517
C20 -2.285 -0.837 -2.498
C21 -3.635 -0.881 -2.791
C22 -4.541 -0.487 -1.805
C23 -4.098 -0.086 -0.572
C24 -2.705 -0.089 -0.306
N5 -1.835 -0.436 -1.299
N6 -2.123 0.279 0.852
Si1 -2.805 0.377 2.430
C25 -1.436 0.226 3.693
C26 -3.683 2.006 2.701
C27 -3.997 -1.029 2.752
H15 -1.494 -2.288 -3.853
H16 -0.258 -1.254 -3.123
H17 -1.305 -0.631 -4.399
H18 -3.964 -1.222 -3.763
H19 -5.605 -0.500 -2.012
H20 -4.790 0.231 0.196
H21 -0.549 0.787 3.392
H22 -1.157 -0.823 3.824
H23 -1.744 0.610 4.669
H24 -2.993 2.839 2.542
H25 -4.071 2.074 3.721
H26 -4.524 2.132 2.015
H27 -3.537 -1.980 2.474
H28 -4.943 -0.947 2.216
H29 -4.228 -1.068 3.820
C28 2.328 -5.395 1.895
C29 1.643 -4.086 1.636
C30 0.730 -3.934 0.601
C31 0.161 -2.694 0.363
N7 0.448 -1.617 1.094
C32 1.298 -1.769 2.112
C33 1.908 -2.967 2.418
H30 2.143 -6.104 1.089
H31 1.981 -5.844 2.827
H32 3.405 -5.250 1.982
H33 0.471 -4.769 -0.036
H34 -0.542 -2.548 -0.450
H35 1.519 -0.882 2.698
H36 2.610 -3.016 3.240

Properties
**E_HOMO (spin up / spin down)**: -7.40 / -7.42 eV
**2S+1**: 2

---

[3]
# C33H36N7O2SiV

C33H36N7O2SiV as an isolated structure (ωB97M-V/def2-TZVPD, the OMol25 dataset).

Atoms and positions in Å:
V1 0.458 -0.199 -0.770
O1 4.207 0.810 -2.690
C1 3.072 0.967 -2.223
N1 2.425 -0.003 -1.449
C2 3.095 -1.242 -1.235
C3 4.412 -1.408 -0.735
C4 4.797 -2.639 -0.219
C5 3.966 -3.764 -0.310
C6 2.699 -3.651 -0.877
C7 2.233 -2.383 -1.310
N2 0.875 -2.074 -1.567
C8 0.103 -3.057 -2.231
O2 0.616 -4.069 -2.723
C9 -1.383 -2.889 -2.352
C10 -2.078 -3.948 -2.949
C11 -3.448 -3.874 -3.014
C12 -4.061 -2.704 -2.570
C13 -3.296 -1.665 -2.050
N3 -1.959 -1.786 -1.885
C14 2.424 2.267 -2.518
C15 3.270 3.291 -3.036
C16 2.746 4.544 -3.251
C17 1.399 4.760 -2.954
C18 0.632 3.705 -2.481
N4 1.140 2.466 -2.230
H1 5.105 -0.582 -0.784
H2 5.801 -2.744 0.190
H3 4.324 -4.709 0.040
H4 2.043 -4.508 -1.003
H5 -1.521 -4.801 -3.347
H6 -4.067 -4.656 -3.425
H7 -5.123 -2.530 -2.654
H8 -3.752 -0.763 -1.672
H9 4.301 3.022 -3.221
H10 3.378 5.359 -3.578
H11 0.952 5.739 -3.047
H12 -0.422 3.836 -2.272
C19 -1.959 -2.921 3.309
C20 -1.474 -3.410 1.937
N5 -0.649 -2.360 1.317
C21 -0.020 -1.361 1.962
N6 0.739 -0.555 1.229
C22 1.602 0.383 1.933
C23 0.920 0.932 3.204
C24 0.513 -0.210 4.102
N7 -0.211 -1.215 3.293
C25 -0.843 -2.255 4.107
H13 -2.365 -3.763 3.870
H14 -2.788 -2.198 3.142
H15 -2.335 -3.581 1.280
H16 -0.900 -4.360 2.000
H17 -0.221 -2.660 0.421
H18 1.796 1.194 1.219
H19 2.571 -0.115 2.163
H20 0.011 1.495 2.902
H21 1.596 1.633 3.712
H22 -0.168 0.111 4.909
H23 1.392 -0.684 4.577
H24 -1.246 -1.790 5.028
H25 -0.066 -2.994 4.443
C26 -2.879 0.583 0.546
Si1 -1.536 1.299 -0.577
C27 -2.373 1.769 -2.201
C28 -1.174 2.871 0.452
C29 0.089 3.412 0.771
C30 0.208 4.526 1.609
C31 -0.940 5.108 2.141
C32 -2.194 4.602 1.859
C33 -2.301 3.506 0.977
H26 -3.843 1.130 0.403
H27 -2.569 0.608 1.629
H28 -3.042 -0.476 0.326
H29 -3.223 2.456 -2.018
H30 -2.751 0.838 -2.676
H31 -1.681 2.275 -2.891
H32 0.987 2.965 0.376
H33 1.198 4.943 1.841
H34 -0.857 5.965 2.788
H35 -3.081 4.991 2.322
H36 -3.297 3.195 0.666

Properties
**E_HOMO (spin up / spin down)**: -7.03 / -7.24 eV
**2S+1**: 3

---

[4]
# C33H37BeClO2Si2

C33H37BeClO2Si2 as an isolated structure (ωB97M-V/def2-TZVPD, the OMol25 dataset).

Atoms and positions in Å:
C1 -2.037 -0.678 4.964
C2 -2.243 -0.217 3.633
C3 -1.543 -1.094 2.757
H1 -2.910 0.594 3.336
C4 -0.974 -2.112 3.543
C5 -1.252 -1.855 4.916
H2 -0.945 -2.469 5.776
H3 -2.439 -0.219 5.852
H4 -1.537 -1.078 1.674
H5 -0.503 -2.993 3.116
Be1 -0.360 -0.348 4.093
Si1 1.681 0.660 -0.409
C6 0.457 2.077 -0.425
C7 0.817 3.308 -0.988
H6 1.853 3.477 -1.316
C8 -0.179 4.278 -1.170
H7 0.061 5.215 -1.681
C9 -1.492 4.040 -0.739
H8 -2.254 4.816 -0.889
C10 -1.807 2.850 -0.067
H9 -2.820 2.706 0.306
C11 -0.828 1.868 0.094
H10 -1.069 0.935 0.610
C12 0.394 -1.176 -0.772
C13 -0.970 -1.169 -1.211
H11 -1.470 -0.272 -1.607
C14 -1.700 -2.380 -1.177
H12 -2.682 -2.452 -1.658
C15 -1.196 -3.489 -0.494
H13 -1.759 -4.427 -0.456
C16 0.034 -3.407 0.165
H14 0.339 -4.272 0.759
C17 0.843 -2.272 0.036
H15 1.780 -2.182 0.599
H16 1.310 0.134 0.951
Si2 0.809 -0.314 -2.471
C18 1.043 -1.742 -3.609
C19 0.208 -1.858 -4.730
H17 -0.121 -0.950 -5.244
C20 -0.275 -3.128 -5.081
H18 -1.011 -3.210 -5.882
C21 0.183 -4.256 -4.403
H19 -0.228 -5.230 -4.654
C22 1.157 -4.148 -3.401
H20 1.530 -5.037 -2.887
C23 1.638 -2.893 -3.040
H21 2.400 -2.792 -2.261
C24 0.334 1.198 -3.619
C25 -1.038 1.352 -3.883
H22 -1.726 0.520 -3.684
C26 -1.538 2.546 -4.411
H23 -2.617 2.633 -4.529
C27 -0.682 3.583 -4.760
H24 -1.092 4.529 -5.118
C28 0.704 3.399 -4.636
H25 1.380 4.199 -4.944
C29 1.205 2.201 -4.105
H26 2.293 2.067 -4.070
H27 2.472 0.389 -1.674
Cl1 3.554 1.312 0.404
C30 -0.967 2.410 4.261
O1 -0.090 1.248 4.060
C31 1.279 1.630 3.660
C32 2.140 0.399 3.777
O2 1.223 -0.728 4.062
C33 1.943 -1.991 4.302
H28 -0.330 3.274 4.459
H29 -1.615 2.224 5.127
H30 -1.562 2.579 3.352
H31 1.255 2.022 2.633
H32 1.620 2.421 4.332
H33 2.699 0.173 2.865
H34 2.849 0.460 4.609
H35 3.009 -1.757 4.443
H36 1.536 -2.475 5.208
H37 1.828 -2.658 3.427

Properties
**E_HOMO (spin up / spin down)**: -3.71 / -3.96 eV

---

Going through the records in order, we get calculated total energy values of -2573.1663, -3051.1461, -3046.4507, -2483.8647 Eh.
Going through the records in order, we get max |F| values of 1.24, 0.85, 3.03, 3.35 eV/A.